{
  "formula": "CH12NO4",
  "method": "ωB97M-V/def2-TZVPD",
  "species": ["C", "N", "H", "H", "H", "H", "H", "H", "O", "H", "H", "O", "H", "H", "O", "H", "H", "O"],
  "positions_angstrom": [[0.521, 0.671, -2.053], [0.776, -0.153, -1.129], [0.719, 0.516, -3.109], [-0.171, 1.498, -1.957], [0.523, -0.030, -0.148], [1.368, -0.939, -1.399], [4.491, -0.665, -1.304], [4.331, -2.137, -0.828], [3.848, -1.335, -1.048], [-2.242, -0.792, -3.181], [-2.608, 0.635, -2.787], [-1.871, 0.015, -2.817], [-1.157, -0.016, 1.813], [-0.547, 1.318, 1.720], [-0.615, 0.501, 1.201], [-3.075, -0.126, 5.893], [-1.801, 0.704, 5.846], [-2.488, 0.334, 5.287]],
  "fmax_ev_per_a": 2.163,
  "lumo_energy_ev": -4.057,
  "charge": 1,
  "orbital_gap_ev": 9.788,
  "energy_ev": -10905.1054
}